Entry 1:
22
Properties=species:S:1:pos:R:3 method="wB97M-V/def2-TZVPD" smiles="C/[NH+]=C1/C[N@H+](C)CC=N1" total_charge=+2 orbital_gap_ha=0.370 multiplicity=1 energy_ev=-10883.400
C 0.17 -1.90 0.07
C 1.22 -0.03 -0.31
C -1.11 -1.27 0.53
C -0.26 0.90 -0.05
C 3.54 0.06 0.25
C -2.68 0.62 0.05
N 1.15 -1.31 -0.47
N 2.22 0.62 0.05
N -1.37 -0.05 -0.29
H 0.15 -2.96 -0.02
H -1.81 -2.10 0.35
H -1.23 -1.10 1.63
H -0.27 1.30 0.90
H -0.28 1.66 -0.75
H 3.82 -0.66 -0.54
H 3.33 -0.46 1.19
H 4.37 0.68 0.29
H -2.74 0.96 1.15
H -2.76 1.49 -0.58
H -3.56 0.01 -0.15
H 2.06 1.59 0.16
H -1.48 -0.53 -1.30



Entry 2:
26
Properties=species:S:1:pos:R:3 method="wB97M-V/def2-TZVPD" orbital_gap_ha="0.273 / 0.273" multiplicity=1 energy_ev=-27875.703
C 0.47 2.40 -0.85
C 0.78 -1.75 -2.10
C -0.72 -2.19 -2.12
C 1.17 -1.91 -0.68
C -1.17 -1.67 -0.79
C -0.29 2.57 3.12
N 0.06 -1.56 0.08
N 0.20 1.22 2.68
N 0.10 -0.75 1.08
O 0.30 1.27 -1.31
O -1.73 1.21 1.12
O 0.46 2.72 0.32
S -0.39 0.84 1.08
H 0.75 3.28 -1.58
H 1.39 -2.43 -2.73
H 0.81 -0.76 -2.53
H -1.29 -1.65 -2.84
H -0.87 -3.28 -2.06
H 1.39 -2.96 -0.33
H 2.09 -1.28 -0.42
H -1.63 -0.72 -0.94
H -1.75 -2.31 -0.23
H 0.49 3.20 3.51
H -0.65 3.03 2.15
H -1.15 2.37 3.62
H 1.17 1.10 2.76



Entry 3:
23
Properties=species:S:1:pos:R:3 method="wB97M-V/def2-TZVPD" smiles="CC(C)(C)C1=[NH+]SNC=[NH+]1" total_charge=+2 orbital_gap_ha="0.270 / 0.270" multiplicity=1 energy_ev=-21716.701
C -2.73 -0.26 0.00
C -0.33 -0.39 0.11
C 0.83 0.92 -1.57
C 1.92 -1.03 -0.55
C 1.27 1.17 0.81
C 0.93 0.16 -0.28
N -2.98 -0.30 1.33
N -1.48 -0.12 -0.43
N -0.69 -1.26 1.49
S -1.68 -0.42 2.45
H -3.64 -0.25 -0.71
H 0.13 1.68 -1.61
H 1.78 1.43 -1.67
H 0.83 0.35 -2.46
H 1.43 -1.82 -1.02
H 2.53 -1.61 0.20
H 2.60 -0.62 -1.46
H 2.30 1.56 0.68
H 1.52 0.58 1.70
H 0.63 2.01 1.02
H -3.88 -0.15 1.76
H -1.39 0.11 -1.38
H 0.10 -1.76 1.62



Entry 4:
23
Properties=species:S:1:pos:R:3 method="wB97M-V/def2-TZVPD" smiles=N#C[C@H](N)N1CC[NH2+]CC1 total_charge=+1 orbital_gap_ha=0.355 multiplicity=1 energy_ev=-12384.235
C -2.83 0.51 0.41
C 0.56 1.35 -0.70
C 0.04 0.32 1.41
C 1.53 0.18 -1.12
C 0.85 -0.92 0.94
C -1.66 0.29 -0.41
N -3.80 0.71 0.95
N -0.50 0.84 0.17
N -1.54 -1.37 -0.74
N 2.07 -0.34 0.20
H 1.05 2.05 -0.15
H 0.32 1.78 -1.60
H -0.84 0.00 1.97
H 0.60 0.95 2.02
H 0.93 -0.58 -1.62
H 2.21 0.74 -1.71
H 1.24 -1.46 1.75
H 0.38 -1.58 0.27
H -1.84 0.60 -1.41
H -2.31 -1.44 -1.36
H -1.85 -1.84 0.11
H 2.71 -1.22 0.08
H 2.68 0.41 0.54



Entry 5:
21
Properties=species:S:1:pos:R:3 method="wB97M-V/def2-TZVPD" total_charge=-1 orbital_gap_ha="0.135 / 0.254" multiplicity=2 energy_ev=-9968.676
C 2.51 -0.58 0.77
C 1.20 -0.84 0.00
N 0.28 0.27 0.13
C -0.36 0.31 1.44
C -1.53 1.58 -0.90
C -0.70 0.30 -0.97
C -1.59 -0.94 -1.07
O -1.57 -1.94 -0.26
H 2.84 -1.43 1.38
H 2.39 0.30 1.41
H 3.33 -0.36 0.08
H 0.77 -1.79 0.31
H 1.45 -0.99 -1.05
H -1.28 -0.27 1.48
H -0.58 1.35 1.72
H 0.32 -0.11 2.19
H -2.23 1.61 -1.74
H -2.14 1.64 -0.01
H -0.89 2.47 -0.96
H -0.11 0.42 -1.90
H -2.10 -0.98 -2.06



Entry 6:
21
Properties=species:S:1:pos:R:3 method="wB97M-V/def2-TZVPD" smiles="C=CC(=C)CCN.O" orbital_gap_ha=0.367 multiplicity=1 energy_ev=-9968.617
C 1.20 -1.10 0.74
C 1.82 0.13 0.09
C 0.78 1.03 -0.57
C 1.01 1.53 -1.79
C -1.76 1.13 -0.31
C -0.50 1.13 0.10
N 0.56 -1.98 -0.25
H 1.92 -1.77 1.22
H 0.56 -0.79 1.56
H 2.49 -0.20 -0.70
H 2.49 0.63 0.81
H 1.93 1.31 -2.32
H 0.25 2.07 -2.34
H -2.61 1.46 0.29
H -2.12 0.89 -1.31
H -0.37 1.65 1.05
H 1.21 -2.32 -0.94
H -0.29 -1.60 -0.63
H -1.71 -0.71 1.78
H -2.51 -1.94 1.30
O -2.59 -1.00 1.56